{
  "formula": "C18H13Br2MnNO4",
  "method": "wB97M-V/def2-TZVPD",
  "energy_ev": -199962.679,
  "s2": 8.81,
  "multiplicity": 6,
  "total_charge": 0,
  "symbols": ["Mn", "Br", "C", "C", "C", "Br", "C", "C", "C", "C", "N", "C", "C", "O", "H", "H", "H", "H", "C", "O", "C", "C", "C", "C", "C", "C", "O", "C", "O", "C", "H", "H", "H", "H", "H", "H", "H", "H", "H"],
  "xyz": [[-0.067116, -0.909632, 0.681183], [-0.822109, -4.123836, 4.403482], [-1.191477, -2.273931, 4.309897], [-1.762120, -1.611970, 5.394005], [-2.027795, -0.257829, 5.313600], [-2.806135, 0.585047, 6.825882], [-1.744394, 0.503257, 4.165491], [-1.973721, 1.899549, 3.968834], [-1.614195, 2.472713, 2.731824], [-1.059088, 1.737200, 1.728389], [-0.824709, 0.380504, 1.889940], [-1.170883, -0.213783, 3.104872], [-0.894766, -1.569271, 3.159496], [-0.337360, -2.108518, 2.040558], [-1.995201, -2.160427, 6.294907], [-2.412437, 2.494118, 4.754404], [-1.778442, 3.528526, 2.559777], [-0.778644, 2.161216, 0.776354], [0.904469, 3.602618, -4.317507], [1.364249, 2.335962, -4.782989], [1.269186, 1.289603, -3.956077], [1.747715, 0.065470, -4.493221], [1.692957, -1.050641, -3.730214], [1.170415, -1.040848, -2.402663], [1.121618, -2.219854, -1.619650], [1.597265, -3.560625, -2.083960], [0.663638, -2.241739, -0.438942], [0.693963, 0.199799, -1.880134], [0.194068, 0.344665, -0.685905], [0.755397, 1.355115, -2.682079], [1.071449, 4.298705, -5.132271], [1.471064, 3.917804, -3.440350], [-0.159172, 3.560889, -4.079383], [2.143790, 0.055763, -5.498223], [2.060333, -1.974288, -4.151613], [1.996527, -3.585794, -3.090086], [0.759428, -4.254209, -2.005616], [2.356575, -3.904039, -1.380613], [0.385658, 2.272713, -2.251398]],
  "atomic_forces_ev_per_a": [[-0.323, 0.397, 0.600], [-0.014, 0.065, -0.001], [-0.056, -0.088, 0.192], [0.029, -0.047, -0.049], [-0.019, -0.002, 0.052], [0.000, 0.012, -0.008], [-0.046, 0.164, 0.021], [0.049, -0.124, -0.056], [-0.060, 0.056, 0.123], [0.017, -0.187, 0.064], [0.063, -0.077, -0.121], [0.023, 0.272, -0.206], [0.208, -0.281, -0.374], [-0.109, 0.233, 0.149], [-0.001, 0.006, -0.002], [0.000, 0.000, 0.001], [-0.005, -0.011, 0.018], [0.012, -0.028, -0.015], [0.025, -0.093, -0.012], [-0.015, 0.149, -0.045], [0.061, -0.079, -0.111], [-0.044, 0.132, 0.043], [-0.022, -0.081, 0.099], [0.046, -0.009, -0.115], [-0.033, 0.004, 0.082], [0.024, -0.035, -0.044], [0.208, -0.457, -0.275], [-0.007, 0.091, -0.031], [0.014, 0.046, -0.061], [-0.002, -0.074, 0.042], [0.007, 0.001, -0.018], [-0.006, 0.021, 0.010], [-0.011, 0.020, 0.009], [-0.005, 0.018, 0.003], [-0.010, 0.001, 0.026], [-0.003, -0.004, 0.010], [0.003, 0.000, -0.008], [0.003, 0.000, -0.008], [-0.002, -0.013, 0.012]]
}

{
  "formula": "C11H15N",
  "method": "wB97M-V/def2-TZVPD",
  "energy_ev": -13132.011,
  "s2": 0.77,
  "relative_energy_kj_mol": 115.4,
  "multiplicity": 2,
  "total_charge": 1,
  "symbols": ["C", "C", "C", "C", "C", "C", "C", "C", "C", "N", "H", "H", "H", "H", "H", "H", "H", "H", "H", "C", "C", "H", "H", "H", "H", "H", "H"],
  "xyz": [[-0.157180, 0.304533, 3.517804], [1.113080, -0.324300, 0.135052], [0.125825, -0.600804, 1.111976], [0.571061, 0.127663, 2.280284], [1.744158, 0.840360, 1.854920], [0.057017, -1.851412, -1.294320], [1.204826, -1.210783, -0.958288], [-1.098543, -1.880934, -0.460865], [-0.985612, -1.405672, 0.829830], [1.990048, 0.627190, 0.538696], [-0.117978, -2.314629, -2.261749], [2.101198, -1.177125, -1.584903], [-2.019223, -2.162559, -0.940032], [-1.798143, -1.583556, 1.522284], [2.911989, 0.836426, 0.182024], [2.341464, 1.591301, 2.366348], [-0.993573, 1.010268, 3.328345], [0.454030, 0.800760, 4.277051], [-0.680768, -0.583893, 3.845285], [-2.323822, 2.387105, -3.392526], [-1.126149, 1.562008, -2.908624], [-3.085859, 1.794348, -3.879776], [-2.563208, 3.100311, -2.613749], [-1.930308, 3.036342, -4.180152], [-0.467335, 1.043323, -3.624611], [-1.492425, 0.599671, -2.477409], [-0.462480, 2.078187, -2.187743]],
  "atomic_forces_ev_per_a": [[-0.583, 1.111, 0.667], [-0.896, -3.603, -2.132], [1.533, 1.484, 1.457], [-0.433, -0.322, -2.143], [-0.089, 0.786, -0.535], [-2.519, -0.875, -0.284], [1.542, 2.594, 0.402], [1.259, 0.600, -0.282], [-0.900, -0.189, -0.700], [0.903, 0.383, 2.739], [0.649, -0.046, 0.048], [-0.478, -0.159, -0.014], [-0.227, -0.646, 0.459], [0.130, 0.253, 0.206], [-0.203, -0.037, -0.528], [-0.188, -0.364, 0.237], [0.340, -0.113, -0.100], [-0.169, -0.493, 0.152], [0.306, -0.339, 0.313], [2.287, 0.659, -0.944], [0.083, -2.122, 0.622], [-0.471, 0.006, 0.559], [-0.964, -0.341, 0.191], [-0.178, 0.086, -0.161], [-0.163, 1.080, -0.639], [-0.050, 0.812, 0.716], [-0.521, -0.205, -0.306]]
}